A structure of composition C11H15N2, computed with ωB97M-V/def2-TZVPD.

ΔE to the lowest compared entry with this formula, charge and spin	450.2	kJ/mol
E_HOMO (spin up / spin down)	-11.949 / -12.145	eV
molecular weight	175.26	g/mol
net charge	+1
E_tot	-14619.0737	eV

Each line ends with the Mulliken charge.
CARTESIAN COORDINATES (ANGSTROEM)
C  1.59  1.92  0.46  -0.6262
C  0.62  2.12  1.34  -0.5366
C  1.67  -1.61  1.02  -1.1533
C  1.53  -0.96  -0.12  0.5241
C  -2.08  -0.31  0.01  0.0165
C  0.36  -0.11  -0.52  0.2966
C  -0.77  0.13  0.52  -0.4723
C  0.78  1.38  -0.72  0.1953
C  -0.63  1.71  0.56  -0.0393
C  2.58  -1.02  -1.21  -1.5271
C  -2.77  -1.46  0.60  -1.3292
N  -2.55  0.33  -1.02  -0.1528
N  -0.45  2.09  -0.84  -0.4316
H  2.65  2.02  0.48  0.4479
H  0.60  2.45  2.36  0.4535
H  2.55  -2.20  1.21  0.3637
H  0.94  -1.61  1.81  0.2686
H  -0.03  -0.49  -1.47  0.5728
H  -0.54  -0.29  1.49  0.9986
H  2.61  -2.01  -1.65  0.3841
H  2.37  -0.30  -2.00  0.3595
H  3.56  -0.81  -0.80  0.4094
H  -2.28  -2.39  0.29  0.3374
H  -3.82  -1.51  0.29  0.4550
H  -2.71  -1.42  1.68  0.3349
H  -3.43  0.09  -1.46  0.2593
H  -0.34  3.10  -0.97  0.3046
H  -2.00  1.14  -1.35  0.2867


The ion C11H15N2 with charge +1, computed with ωB97M-V/def2-TZVPD.

SMILES	CC[N@@H+]1C=Cc2ccccc2[C@H]1N
ΔE to the lowest compared entry with this formula, charge and spin	132.7	kJ/mol
E_HOMO	-12.568	eV
molecular weight	175.26	g/mol
net charge	+1
E_tot	-14622.3640	eV

Each line ends with the Mulliken charge.
CARTESIAN COORDINATES (ANGSTROEM)
C  -3.43  -0.70  1.13  -1.2982
C  -1.92  -0.33  1.05  -0.4592
N  -1.43  0.19  -0.24  0.2440
C  -1.13  -0.70  -1.37  -0.6220
C  0.14  -0.84  -1.68  -1.1617
C  1.23  -0.60  -0.76  1.3844
C  2.48  -1.18  -0.77  -0.7159
C  3.51  -0.77  0.09  -0.4240
C  3.34  0.20  1.07  -0.5903
C  2.03  0.80  1.12  -0.8170
C  1.00  0.46  0.20  0.5532
C  -0.26  1.21  -0.04  -0.2820
N  -0.02  2.04  -1.15  -0.4516
H  -3.92  0.22  0.85  0.3528
H  -3.49  -1.43  0.43  0.4148
H  -3.58  -1.02  2.16  0.3789
H  -1.24  -1.16  1.39  0.3923
H  -1.85  0.49  1.80  0.3698
H  -2.31  0.74  -0.57  0.4334
H  -1.88  -1.14  -1.92  0.5202
H  0.29  -1.49  -2.54  0.4429
H  2.72  -1.83  -1.60  0.3750
H  4.52  -1.18  -0.01  0.3775
H  4.17  0.44  1.82  0.3384
H  1.89  1.43  1.99  0.3490
H  -0.48  1.80  0.98  0.3578
H  0.44  1.65  -2.01  0.2644
H  -0.80  2.68  -1.42  0.2730


An isolated molecule of C11H15N3O4S, computed with ωB97M-V/def2-TZVPD.

SMILES	Cc1nc(NC(=O)CCC(=O)O)sc1C(=O)N(C)C
ΔE to the lowest compared entry with this formula, charge and spin	14.4	kJ/mol
E_HOMO	-8.774	eV
molecular weight	285.33	g/mol
E_tot	-35147.0706	eV

Each line ends with the Mulliken charge.
CARTESIAN COORDINATES (ANGSTROEM)
C  -0.40  -2.25  0.47  -1.4010
C  -0.45  -0.76  0.41  -0.5710
N  0.71  -0.06  0.36  -0.1656
C  0.53  1.21  0.31  0.5119
N  1.50  2.17  0.27  -0.0682
C  2.86  2.07  0.46  0.2385
O  3.54  3.07  0.37  -0.6253
C  3.43  0.70  0.77  -0.3586
C  3.66  -0.06  -0.54  -0.5784
C  4.47  -1.32  -0.26  0.5562
O  4.02  -2.43  -0.30  -0.5326
O  5.76  -1.11  0.05  -0.4836
S  -1.16  1.70  0.28  -0.2151
C  -1.59  0.00  0.35  0.5796
C  -2.98  -0.48  0.54  0.8265
O  -3.23  -1.28  1.42  -0.6642
N  -3.93  0.02  -0.29  0.0486
C  -3.67  0.86  -1.43  -1.0701
C  -5.31  -0.33  -0.06  -1.1003
H  -1.26  -2.63  1.01  0.4302
H  -0.40  -2.66  -0.54  0.2495
H  0.52  -2.55  0.96  0.3516
H  1.18  3.12  0.10  0.2518
H  2.74  0.14  1.39  0.2565
H  4.37  0.86  1.30  0.4837
H  2.70  -0.36  -0.97  0.2333
H  4.21  0.57  -1.25  0.3351
H  5.99  -0.17  0.03  0.3601
H  -3.77  1.92  -1.18  0.3030
H  -2.67  0.69  -1.82  0.4499
H  -4.39  0.62  -2.22  0.3326
H  -5.90  0.58  0.07  0.3455
H  -5.71  -0.90  -0.90  0.3469
H  -5.36  -0.93  0.84  0.3430


A cluster of 2 separate species, C11H15N4 in total, computed with ωB97M-V/def2-TZVPD.

ΔE to the lowest compared entry with this formula, charge and spin	49.0	kJ/mol
E_HOMO	-11.457	eV
molecular weight	203.27	g/mol
net charge	+1
E_tot	-17602.7643	eV

Each line ends with the Mulliken charge.
CARTESIAN COORDINATES (ANGSTROEM)
C  -2.30  1.98  -0.38  -0.4082
C  -1.68  1.18  -1.34  -0.1493
C  -3.23  1.19  0.25  -0.5575
C  1.89  2.68  0.50  -0.3340
C  2.35  0.77  -0.39  0.4330
C  -2.14  -0.19  -1.16  -0.8918
C  1.13  0.55  0.30  0.5545
C  2.84  -0.30  -1.20  -0.3656
C  2.44  -1.64  -0.58  -0.7818
C  0.63  -0.70  0.57  0.2566
C  -0.60  -1.03  1.39  -1.4497
N  2.72  2.08  -0.34  -0.6340
N  -3.08  -0.07  -0.20  0.0395
N  0.89  1.74  0.97  -0.1235
N  1.20  -1.70  0.03  -0.0894
H  -2.41  3.03  -0.29  0.5165
H  -0.89  1.63  -2.01  0.4050
H  -3.78  1.50  1.10  0.3954
H  1.81  3.71  0.46  0.4235
H  2.49  -0.33  -2.20  0.3115
H  4.00  -0.22  -1.27  0.3121
H  2.50  -2.46  -1.35  0.3311
H  3.10  -1.88  0.29  0.3583
H  -1.39  -0.20  1.37  0.2159
H  -0.41  -1.36  2.41  0.4130
H  -1.04  -1.99  1.03  0.4482
H  -3.71  -0.80  0.14  0.2137
H  0.14  2.15  1.66  0.3511
H  -1.86  -1.12  -1.58  0.4765
H  0.91  -2.68  0.13  0.3294


A structure of composition C11H15N4Pd, computed with ωB97M-V/def2-TZVPD.

spin multiplicity	3
E_HOMO (spin up / spin down)	-1.047 / -5.044	eV
⟨S²⟩	2.026
molecular weight	309.69	g/mol
net charge	-1
E_tot	-21086.7372	eV

Each line ends with the Löwdin spin population.
CARTESIAN COORDINATES (ANGSTROEM)
C  -2.54  1.34  -2.21  0.1264
Pd  -3.44  0.89  -0.52  0.3629
N  -4.52  0.72  1.20  0.0235
H  -4.70  1.62  -1.35  0.1076
H  -4.82  -0.26  1.31  0.0189
H  -3.86  2.44  -1.02  0.2515
H  -3.31  1.82  -2.83  0.0157
H  -2.18  0.39  -2.66  0.0304
H  -1.68  2.02  -2.01  0.0078
H  -3.93  0.97  1.99  0.0024
H  -5.38  1.29  1.25  0.0058
N  7.06  -1.55  -0.68  0.1069
C  5.92  -1.34  -0.48  0.0487
C  4.55  -1.09  -0.23  0.1464
C  3.74  -0.57  -1.26  0.0771
C  2.39  -0.33  -0.98  0.0530
C  1.88  -0.61  0.28  0.1812
C  2.68  -1.13  1.29  0.0561
C  4.04  -1.38  1.05  0.0745
N  0.55  -0.38  0.59  0.0160
C  -0.10  -0.64  1.74  0.0456
C  -1.38  -0.26  1.62  0.0256
N  -1.56  0.24  0.36  0.0662
C  -0.36  0.18  -0.27  0.1080
H  4.17  -0.36  -2.25  0.0051
H  1.73  0.07  -1.74  0.0074
H  2.27  -1.33  2.26  0.0073
H  4.68  -1.78  1.85  0.0054
H  0.41  -1.11  2.57  0.0059
H  -2.19  -0.33  2.32  0.0002
H  -0.11  0.47  -1.23  0.0106


A cluster of 2 separate species, C11H15NO in total, computed with ωB97M-V/def2-TZVPD.

SMILES	Cc1c[nH]c2ccccc12.CCO
ΔE to the lowest compared entry with this formula, charge and spin	139.0	kJ/mol
E_HOMO	-7.808	eV
molecular weight	177.25	g/mol
E_tot	-15186.4814	eV

Each line ends with the Mulliken charge.
CARTESIAN COORDINATES (ANGSTROEM)
C  2.86  -0.29  -0.87  -1.4250
C  1.52  0.11  -1.37  0.5137
C  1.28  0.79  -2.59  -0.7209
N  -0.09  0.84  -2.87  -0.0888
C  -0.78  0.28  -1.82  -0.3325
C  -2.11  -0.15  -1.80  -0.5485
C  -2.46  -1.03  -0.79  -0.5733
C  -1.51  -1.77  -0.06  -0.6768
C  -0.12  -1.44  -0.16  -0.3275
C  0.20  -0.34  -0.92  0.9736
H  3.43  -0.84  -1.61  0.3777
H  2.64  -0.94  -0.02  0.3050
H  3.56  0.51  -0.60  0.3323
H  2.09  1.31  -3.15  0.3443
H  -0.34  1.53  -3.58  0.2756
H  -2.78  0.17  -2.60  0.3395
H  -3.49  -1.26  -0.76  0.4680
H  -1.76  -2.58  0.62  0.3888
H  0.47  -2.16  0.38  0.3351
C  -1.02  1.30  2.43  -0.6561
C  0.46  0.87  2.83  -0.0270
O  0.32  -0.25  3.68  -0.5496
H  -1.15  0.55  1.64  -0.0699
H  -1.09  2.29  1.92  0.2918
H  -1.71  1.17  3.24  0.3681
H  1.05  0.70  1.94  0.0703
H  0.88  1.60  3.53  0.3087
H  -0.35  -0.94  3.37  0.3036


An isolated molecule of C11H15NO, computed with ωB97M-V/def2-TZVPD.

SMILES	CC(C)(C)[C@@]1(c2ccccc2)NO1
ΔE to the lowest compared entry with this formula, charge and spin	501.2	kJ/mol
E_HOMO	-8.977	eV
molecular weight	177.25	g/mol
E_tot	-15182.7277	eV

Each line ends with the Mulliken charge.
CARTESIAN COORDINATES (ANGSTROEM)
C  2.92  0.55  -0.21  -1.4237
C  1.60  -0.18  -0.16  1.6403
C  1.07  -0.90  -1.39  -1.9844
C  1.74  -1.26  0.98  -1.7066
C  0.36  1.09  0.29  0.7528
C  -1.02  0.54  0.18  0.1441
C  -1.64  -0.15  1.27  -0.1024
C  -2.85  -0.85  0.98  -0.6619
C  -3.56  -0.52  -0.16  -0.4839
C  -3.05  0.39  -1.07  -0.8398
C  -1.72  0.67  -1.06  -0.5111
N  0.78  2.06  1.20  -0.5344
O  0.65  2.37  -0.19  -0.4161
H  3.79  -0.27  -0.09  0.2349
H  3.06  1.37  0.42  0.4204
H  2.95  1.07  -1.16  0.3917
H  0.06  -1.22  -1.39  0.3750
H  1.28  -0.18  -2.16  0.4241
H  1.59  -1.73  -1.65  0.5479
H  2.58  -1.75  0.65  0.7040
H  0.89  -2.03  0.90  0.3082
H  1.95  -0.71  1.99  0.2597
H  -1.14  -0.27  2.30  0.2603
H  -3.08  -1.47  1.80  0.4308
H  -4.47  -0.86  -0.45  0.4937
H  -3.62  0.67  -1.84  0.5370
H  -1.28  1.19  -1.85  0.4561
H  0.16  2.40  1.87  0.2833


An isolated molecule of C11H15NO4, computed with ωB97M-V/def2-TZVPD.

SMILES	O=C(O)c1cccc(N(CCO)CCO)c1
ΔE to the lowest compared entry with this formula, charge and spin	61.9	kJ/mol
E_HOMO	-7.884	eV
molecular weight	225.24	g/mol
E_tot	-21330.3961	eV

Each line ends with the Mulliken charge.
CARTESIAN COORDINATES (ANGSTROEM)
O  -4.93  -0.22  -0.51  -0.5922
C  -3.86  0.28  -0.28  0.2975
O  -3.71  1.61  -0.18  -0.4556
C  -2.60  -0.47  -0.07  -0.3364
C  -2.62  -1.85  -0.25  -0.6566
C  -1.44  -2.55  -0.07  -0.8968
C  -0.27  -1.90  0.27  -0.4257
C  -0.23  -0.50  0.45  1.2326
N  0.94  0.13  0.83  0.1825
C  0.98  1.54  1.12  -1.0530
C  1.38  2.42  -0.08  -0.4841
O  0.73  2.07  -1.28  -0.4874
C  2.22  -0.52  0.64  -1.1064
C  2.58  -0.73  -0.84  -0.2183
O  3.91  -1.17  -0.98  -0.5498
C  -1.43  0.19  0.27  -0.3397
H  -4.57  2.04  -0.33  0.3349
H  -3.54  -2.35  -0.52  0.4644
H  -1.42  -3.62  -0.19  0.3951
H  0.61  -2.49  0.41  0.3447
H  0.01  1.85  1.51  0.4715
H  1.71  1.71  1.92  0.3809
H  2.45  2.30  -0.29  0.3668
H  1.19  3.47  0.18  0.3860
H  -0.22  2.13  -1.16  0.3381
H  2.98  0.12  1.09  0.2817
H  2.24  -1.48  1.17  0.5120
H  1.88  -1.43  -1.30  0.3390
H  2.52  0.22  -1.38  0.2397
H  4.00  -2.04  -0.57  0.3216
H  -1.50  1.25  0.40  0.7127


An isolated molecule of C11H16, computed with ωB97M-V/def2-TZVPD.

SMILES	C=C(C)[C@H]1CC[C@@]2(C)C(C)=C12
ΔE to the lowest compared entry with this formula, charge and spin	382.3	kJ/mol
E_HOMO	-7.721	eV
molecular weight	148.25	g/mol
E_tot	-11660.8672	eV

Each line ends with the Mulliken charge.
CARTESIAN COORDINATES (ANGSTROEM)
C  -2.76  -0.97  1.23  -1.0392
C  -1.78  -0.10  1.46  0.3285
C  -1.88  1.35  1.94  -1.0793
C  -0.36  -0.52  0.98  0.9249
C  -0.29  -1.59  -0.15  -1.2974
C  1.18  -1.66  -0.68  -0.9932
C  1.52  -0.19  -0.68  0.9764
C  2.94  0.29  -0.53  -2.1392
C  0.43  0.75  -1.13  0.7900
C  0.32  1.84  -2.08  -1.5985
C  0.38  0.49  0.17  -0.8224
H  -3.78  -0.84  1.50  0.3797
H  -2.66  -1.96  0.68  0.1926
H  -1.95  1.39  3.11  0.2741
H  -2.80  1.68  1.37  0.2769
H  -1.04  1.91  1.52  0.3202
H  0.10  -0.68  2.00  0.2693
H  -0.98  -1.23  -1.00  0.3506
H  -0.52  -2.65  0.06  0.4880
H  1.70  -2.34  0.00  0.4185
H  1.36  -1.91  -1.69  0.4314
H  3.44  -0.22  0.16  0.5843
H  3.18  1.30  -0.32  0.4264
H  3.48  0.01  -1.36  0.4969
H  0.34  1.42  -3.10  0.3479
H  0.99  2.64  -1.91  0.3080
H  -0.61  2.42  -2.14  0.3842


A structure of composition C11H16AlI2InO5S, computed with ωB97M-V/def2-TZVPD.

E_HOMO (spin up / spin down)	-21.679 / -21.685	eV
molecular weight	655.92	g/mol
net charge	+4
E_tot	-60660.4660	eV

Each line ends with the Mulliken charge.
CARTESIAN COORDINATES (ANGSTROEM)
I  -4.43  -2.04  1.14  0.2367
I  -2.85  -1.35  3.20  0.2702
Al  -0.38  -0.11  1.32  0.0270
In  -0.91  -0.46  -2.05  1.1236
S  -0.73  -1.92  -0.04  0.4138
C  1.49  -0.87  -3.43  0.1595
C  0.39  1.85  -2.03  0.1858
C  0.43  -3.38  -0.30  0.9802
C  0.46  -4.16  1.01  -1.5200
C  1.83  -2.91  -0.66  -0.9147
C  -0.23  -4.19  -1.40  -1.4060
C  1.80  1.61  1.43  -0.0657
C  1.37  0.58  0.61  1.2124
O  0.95  2.82  -1.83  -0.0170
O  2.49  -0.66  -3.93  -0.0172
O  2.31  2.63  1.72  0.0345
O  1.88  0.38  -0.53  -0.3121
H  1.07  -5.06  0.86  0.4755
H  -0.55  -4.49  1.31  0.4437
H  0.89  -3.58  1.83  0.4071
H  2.44  -3.81  -0.84  0.5420
H  2.28  -2.34  0.17  0.3377
H  1.86  -2.28  -1.55  -0.0890
H  0.36  -5.10  -1.58  0.4923
H  -0.30  -3.64  -2.34  0.3002
H  -1.24  -4.50  -1.09  0.4321
C  -3.31  2.02  1.37  -1.2433
C  -2.07  2.23  0.51  0.6022
C  -1.20  3.31  1.11  -1.2739
O  -1.35  1.00  0.30  -0.0547
H  -3.04  1.76  2.39  0.2818
H  -3.94  1.21  0.98  0.2249
H  -3.90  2.94  1.37  0.4675
H  -2.40  2.55  -0.48  0.1768
H  -0.82  3.02  2.09  0.3137
H  -0.38  3.59  0.45  0.2932
H  -1.83  4.20  1.22  0.4792


An isolated molecule of C11H16BN, computed with ωB97M-V/def2-TZVPD.

ΔE to the lowest compared entry with this formula, charge and spin	0.0	kJ/mol
E_HOMO (spin up / spin down)	-5.922 / -8.145	eV
molecular weight	173.07	g/mol
E_tot	-13828.9831	eV

Each line ends with the Mulliken charge.
CARTESIAN COORDINATES (ANGSTROEM)
B  1.15  0.22  -1.59  0.3341
C  0.10  3.14  1.35  -0.4863
C  1.40  2.62  1.32  -0.4707
C  -0.83  2.71  0.43  -0.2965
C  1.76  1.71  0.37  -0.7062
C  -0.50  1.74  -0.50  -0.5983
C  0.84  1.23  -0.60  0.4141
C  1.17  -1.04  -2.46  -0.6812
C  0.90  -2.37  -1.70  -0.7407
C  -0.40  -2.35  -0.89  -0.4610
C  -1.35  -0.89  2.33  -1.4988
C  -1.32  -0.91  0.81  0.6259
N  -0.25  -1.66  0.34  -0.4161
H  -0.17  3.88  2.09  0.3933
H  2.12  2.96  2.05  0.3786
H  -1.83  3.11  0.44  0.3572
H  2.78  1.33  0.35  0.3411
H  -1.21  1.47  -1.28  0.2907
H  0.40  -0.93  -3.23  0.3226
H  2.11  -1.16  -2.99  0.3584
H  0.87  -3.19  -2.43  0.4045
H  1.71  -2.55  -1.00  0.3270
H  -1.24  -1.97  -1.51  0.3240
H  -0.63  -3.41  -0.66  0.3673
H  -0.39  -0.55  2.71  0.3173
H  -2.13  -0.22  2.69  0.3803
H  -1.54  -1.89  2.71  0.3869
H  -2.30  -1.23  0.40  0.4358
H  -1.20  0.16  0.47  -0.4032


A cluster of 2 separate species, C11H16BNO2 in total, computed with ωB97M-V/def2-TZVPD.

ΔE to the lowest compared entry with this formula, charge and spin	424.8	kJ/mol
E_HOMO	-7.507	eV
molecular weight	205.07	g/mol
E_tot	-17924.4868	eV

Each line ends with the Mulliken charge.
CARTESIAN COORDINATES (ANGSTROEM)
B  -0.56  0.21  -0.12  0.1281
C  2.26  2.93  -1.95  -0.5594
C  2.67  1.66  -1.50  -0.8469
C  0.94  3.29  -1.78  -0.4295
C  1.70  0.71  -1.05  -0.5958
C  0.00  2.42  -1.31  -0.2617
C  0.40  1.16  -0.90  0.4088
C  0.40  -0.90  2.40  1.0479
C  -2.48  -1.38  0.69  -0.8302
C  -2.18  -0.37  -1.47  -1.1207
C  1.92  -2.62  2.02  -0.7836
C  0.34  0.51  2.35  -1.2717
N  -1.65  -0.52  -0.16  0.2233
O  -0.39  -1.79  2.74  -0.7903
O  1.63  -1.28  1.91  -0.3067
H  2.87  3.61  -2.39  0.5051
H  3.68  1.46  -1.57  0.4607
H  0.66  4.28  -2.10  0.3515
H  1.77  -0.23  -0.69  0.6002
H  -0.95  2.85  -1.09  0.3682
H  -3.13  -0.77  1.36  0.3040
H  -3.07  -1.91  0.07  0.3423
H  -1.94  -1.98  1.37  0.3780
H  -2.40  -1.39  -2.05  0.3408
H  -3.05  0.16  -1.57  0.4050
H  -1.44  0.22  -2.04  0.3461
H  3.02  -2.72  2.47  0.1933
H  1.90  -3.09  1.00  0.1995
H  1.20  -2.97  2.65  0.4431
H  1.25  1.01  2.18  0.3340
H  -0.49  1.07  2.73  0.4167


no.,maximum force (eV/A)
1,1.11
2,3.74
3,1.31
4,5.38
5,3.55
6,3.56
7,4.44
8,0.79
9,4.37
10,12.61
11,0.96
12,4.68